Formula: C41H53IMnN2O8S4Te
Source: OMol25
Level of theory: ωB97M-V/def2-TZVPD

```
111
Properties=species:S:1:pos:R:3:forces:R:3
Mn 0.0317 0.2014 0.2470 1.1 0.7 -0.7
O 1.7431 0.0442 1.4869 0.3 0.1 0.4
S 2.7205 0.3581 2.5900 -0.2 -0.5 -0.2
C 3.6684 1.8197 2.1210 0.0 0.2 -0.2
C 4.1883 1.6421 0.6952 -0.1 0.0 0.0
C 3.1296 2.0694 -0.3221 0.0 0.0 0.0
C 3.3964 1.6155 -1.7467 0.0 0.2 0.1
S 2.7364 -0.0284 -2.1215 -0.4 -0.2 -0.1
O 1.4742 -0.2225 -1.3248 0.3 0.0 -0.1
C 3.9896 -1.0413 -1.3695 0.1 -0.1 0.0
C 5.2439 -1.1122 -1.9666 0.0 0.0 0.1
C 6.2127 -1.9229 -1.3987 0.0 0.0 0.0
C 5.9189 -2.6630 -0.2574 0.0 0.0 -0.1
C 4.6517 -2.6053 0.3004 0.0 0.0 0.0
C 3.6684 -1.7987 -0.2585 0.1 0.0 0.0
C 1.8107 1.0415 3.9537 0.0 0.1 0.2
C 2.4790 1.7074 4.9746 -0.1 0.0 0.0
C 1.7586 2.1718 6.0636 -0.1 0.0 0.0
C 0.3866 1.9625 6.1276 0.1 -0.1 0.0
C -0.2612 1.2853 5.1070 0.0 -0.1 0.0
C 0.4486 0.8089 4.0128 0.0 0.0 0.2
H 4.4848 1.8734 2.8412 0.0 -0.1 0.0
H 3.0184 2.6868 2.2131 0.1 0.1 0.0
H 4.4654 0.5987 0.5352 0.1 0.0 0.0
H 5.1000 2.2302 0.5650 0.0 0.0 0.0
H 2.9976 3.1525 -0.3023 0.1 0.0 0.0
H 2.1704 1.6586 -0.0061 0.0 0.1 0.0
H 4.4571 1.5481 -1.9980 0.0 0.1 0.0
H 2.9143 2.2753 -2.4689 0.0 0.0 0.0
H 5.4656 -0.5456 -2.8629 0.0 0.0 0.0
H 7.1932 -1.9873 -1.8507 0.0 0.0 0.0
H 6.6787 -3.2926 0.1851 0.0 0.0 0.0
H 4.4121 -3.1899 1.1788 0.0 0.0 0.0
H 2.6799 -1.7562 0.1796 0.0 0.0 0.0
H 3.5481 1.8649 4.9316 0.0 0.0 0.0
H 2.2685 2.6987 6.8588 0.0 0.0 0.0
H -0.1743 2.3266 6.9780 0.0 0.0 0.0
H -1.3304 1.1225 5.1570 0.0 0.0 0.0
H -0.0395 0.2670 3.2190 0.0 0.0 0.0
O -3.5256 1.9309 0.2469 0.1 -0.5 0.1
S -3.0997 0.5106 0.5518 0.0 0.7 -0.2
C -4.5779 -0.4696 0.2351 -0.2 -0.2 0.2
C -5.4251 -0.3469 1.4976 0.1 -0.1 -0.1
C -4.4381 -0.6238 2.6298 0.0 0.1 0.0
C -3.2194 0.2610 2.3540 0.0 -0.1 0.0
H -4.2735 -1.5026 0.0479 0.0 0.0 0.0
H -5.0203 -0.0437 -0.6643 0.0 -0.1 0.0
H -6.2708 -1.0354 1.4939 0.0 0.0 0.0
H -5.8118 0.6714 1.5751 0.0 0.0 0.0
H -4.1345 -1.6727 2.6006 0.0 0.0 0.0
H -4.8628 -0.4259 3.6143 0.0 0.0 0.0
H -2.2795 -0.1887 2.6711 0.0 0.0 0.0
H -3.3009 1.2708 2.7594 -0.1 0.0 0.0
C -3.9618 4.9662 5.8996 0.0 0.0 0.0
C -3.0182 4.6091 4.7836 0.0 0.0 0.0
C -3.4984 4.2753 3.5216 -0.1 0.0 0.0
C -2.6411 3.9104 2.4965 0.1 0.1 0.0
C -1.2751 3.8751 2.7370 -0.1 -0.2 0.2
C -0.7689 4.2125 3.9854 -0.1 0.1 -0.2
C -1.6424 4.5880 4.9929 0.0 0.0 0.0
S -0.1841 3.2615 1.4913 -0.4 0.1 0.0
O 1.1529 3.5044 1.9807 0.3 0.0 0.0
O -0.5202 3.9476 0.2549 0.1 -0.3 -0.3
O -0.4984 1.8027 1.4268 -0.2 0.2 -0.3
H -4.9905 5.0172 5.5470 0.0 0.0 0.0
H -3.7058 5.9304 6.3412 0.0 0.0 0.0
H -3.9166 4.2229 6.6976 0.0 0.0 0.0
H -4.5653 4.3053 3.3333 0.0 0.0 0.0
H -3.0223 3.6369 1.5226 0.0 -0.1 0.0
H 0.2979 4.1773 4.1555 0.0 0.0 0.0
H -1.2463 4.8616 5.9640 0.0 0.0 0.0
N 1.0120 -2.9725 1.1137 0.0 0.0 0.0
C 0.0446 -2.2486 1.8376 0.0 0.1 -0.1
O -0.6055 -1.3564 1.0994 -0.4 -0.3 0.2
C -0.1926 -2.4663 3.1413 0.0 0.0 0.0
I -2.0892 -4.8295 -0.3346 0.0 0.1 -0.1
H 0.7531 -3.0343 0.1351 0.0 -0.1 0.1
H 1.1896 -3.8903 1.4977 0.0 0.0 0.0
H -0.9310 -1.8799 3.6643 0.0 0.0 0.0
H 0.3220 -3.2490 3.6779 0.0 0.0 0.0
O -0.9946 0.4959 -1.6326 -0.4 0.3 0.6
C -1.1708 1.3788 -2.4860 0.0 -0.4 -0.1
C -2.1153 1.1265 -3.6283 0.1 0.0 -0.1
C -3.4092 1.9592 -3.4730 0.0 0.0 0.0
C -3.2270 3.3235 -2.8047 0.0 0.0 -0.1
C -2.1726 4.2192 -3.4465 0.0 -0.1 0.0
C -0.7676 3.5857 -3.4654 0.0 0.0 0.0
N -0.5466 2.5607 -2.4498 0.0 0.4 0.5
H -2.3451 0.0618 -3.6484 0.0 0.0 0.0
H -1.6136 1.3711 -4.5667 0.0 0.0 0.0
H -4.1136 1.3871 -2.8650 0.0 0.0 0.0
H -3.8576 2.0744 -4.4627 0.0 0.0 0.0
H -2.9819 3.1689 -1.7520 -0.1 0.0 0.0
H -4.1874 3.8427 -2.8224 0.0 0.0 0.0
H -2.1369 5.1570 -2.8907 0.0 0.0 0.0
H -2.4542 4.4613 -4.4754 0.0 0.0 0.0
H -0.0050 4.3446 -3.2969 0.0 0.0 0.0
H -0.5614 3.1459 -4.4418 0.0 0.0 0.0
H -0.3080 2.9144 -1.5145 0.1 -0.2 -0.1
Te -1.6151 -2.4362 -1.5403 0.1 -0.1 0.3
C -1.9372 -3.1635 -3.4845 -0.2 -0.1 -0.1
C -3.0947 -2.8086 -4.1707 0.0 -0.1 -0.1
C -3.3669 -3.3603 -5.4166 0.0 0.1 0.0
C -2.4865 -4.2725 -5.9777 0.0 0.0 0.0
C -1.3244 -4.6196 -5.3002 0.0 0.0 0.0
C -1.0438 -4.0618 -4.0626 0.0 0.0 -0.1
H -3.7947 -2.1109 -3.7284 0.0 0.0 0.1
H -4.2760 -3.0901 -5.9378 0.0 0.0 0.0
H -2.7048 -4.7143 -6.9404 0.0 0.0 0.0
H -0.6373 -5.3335 -5.7358 0.0 0.0 0.0
H -0.1367 -4.3357 -3.5391 0.0 0.0 0.0
```
Forces are in eV/Å.

Kohn-Sham gap (alpha / beta) ... 6.8 / 6.7 eV
LUMO energy (alpha / beta) ... -0.0086 / -0.0087 Eh
Expectation value of S² ... 0.783
Calculated total energy ... -5615.001770 hartree
HOMO level (alpha / beta) ... -7.00 / -6.95 eV
F_max ... 0.029 hartree/bohr
2S+1 ... 2

Formula: C41H54As2BrCsN5O11PS3
Source: OMol25
Level of theory: ωB97M-V/def2-TZVPD

```
119
Properties=species:S:1:pos:R:3:forces:R:3
Cs -1.1438 0.5590 0.5830 1.8 2.9 1.3
N 0.7211 4.5413 3.7964 -0.1 0.0 0.1
C 0.8257 3.3779 3.0315 0.2 -0.1 0.1
S 0.1129 1.9521 3.6783 0.1 0.1 -0.2
N 1.5662 3.5431 1.9639 -0.2 -0.1 -0.2
N 1.4942 2.6096 0.9711 0.1 0.0 0.2
C 2.6203 2.2475 0.4655 -0.2 0.0 0.0
C 3.9170 2.6452 1.0863 0.0 0.0 0.0
C 4.1700 2.2937 2.4114 0.0 0.0 0.0
C 5.3633 2.6508 3.0176 0.0 0.0 0.0
C 6.3184 3.3746 2.3127 0.0 0.0 0.0
C 6.0668 3.7438 0.9997 0.0 0.0 0.0
C 4.8714 3.3803 0.3928 0.0 0.0 0.0
C 2.6248 1.3872 -0.7508 0.0 0.1 0.1
C 3.8181 0.8674 -1.2546 0.1 -0.1 0.0
C 3.7866 0.0718 -2.3843 0.0 0.0 0.0
C 2.5707 -0.1941 -2.9922 0.0 0.0 0.0
C 1.4360 0.3647 -2.4226 0.0 0.0 0.0
N 1.4545 1.1377 -1.3456 0.0 0.0 0.0
H 0.6013 4.3605 4.7818 0.0 0.0 -0.1
H 1.4291 5.2224 3.5665 0.0 0.0 0.0
H 3.4022 1.7676 2.9672 0.0 0.0 0.0
H 5.5430 2.3751 4.0497 0.0 0.0 0.0
H 7.2501 3.6558 2.7883 0.0 0.0 0.0
H 6.8001 4.3190 0.4469 0.0 0.0 0.0
H 4.6724 3.6693 -0.6322 0.0 0.0 0.0
H 4.7529 1.0722 -0.7513 0.0 0.0 0.0
H 4.7059 -0.3450 -2.7802 0.0 0.0 0.0
H 2.4933 -0.8107 -3.8779 0.0 0.0 0.0
H 0.4569 0.1884 -2.8590 0.0 0.0 0.0
C -5.1646 2.6511 -2.2127 0.0 0.0 0.0
C -4.5302 3.6916 -1.2849 0.0 0.0 0.1
C -5.0862 5.0933 -1.5425 0.0 0.0 0.0
P -2.6971 3.3980 -1.2370 0.0 -0.1 0.0
C -1.9277 4.8257 -0.3210 0.1 0.0 0.0
C -1.8863 6.2369 -0.9084 0.0 0.0 0.0
C -2.5119 4.8363 1.0955 0.0 0.0 0.0
C -2.0865 3.5213 -2.9925 0.0 0.0 0.0
C -2.6056 4.6101 -3.9317 0.0 0.0 0.0
C -0.5560 3.5224 -2.9570 0.0 0.0 0.0
H -6.2416 2.6113 -2.0332 0.0 0.0 0.0
H -4.7678 1.6468 -2.0422 0.0 0.0 0.0
H -5.0145 2.9153 -3.2622 0.0 0.0 -0.1
H -4.8253 3.4037 -0.2679 0.0 0.0 0.0
H -4.7376 5.5149 -2.4846 0.0 0.0 0.0
H -4.8298 5.7928 -0.7479 0.0 0.0 0.0
H -6.1791 5.0414 -1.5912 0.0 0.0 0.0
H -0.8885 4.4877 -0.2164 0.0 0.0 0.0
H -2.8779 6.6238 -1.1393 0.0 0.0 0.0
H -1.2897 6.2813 -1.8184 0.0 0.0 0.0
H -1.4257 6.9184 -0.1860 0.0 0.0 0.0
H -3.5256 5.2432 1.1038 0.0 0.0 0.0
H -1.8944 5.4460 1.7578 0.0 0.0 0.0
H -2.5518 3.8338 1.5244 0.0 0.0 0.0
H -2.4033 2.5543 -3.4012 0.0 0.0 0.0
H -2.4164 5.6112 -3.5446 0.0 0.0 0.0
H -3.6742 4.5169 -4.1138 -0.1 0.0 0.0
H -2.0995 4.5322 -4.9000 0.0 0.0 0.0
H -0.1700 4.5033 -2.6732 0.0 0.1 0.0
H -0.1482 3.2854 -3.9439 0.0 0.0 0.0
H -0.1566 2.7986 -2.2447 0.0 0.0 0.0
C -1.7253 -2.1561 -3.6231 0.0 0.0 0.0
O -0.9897 -2.6070 -2.4761 -0.1 -0.1 -0.1
C 0.0202 -3.4408 -2.6596 0.2 0.1 0.2
O 0.4410 -3.8188 -3.7317 -0.2 0.1 0.0
C 0.5996 -3.7825 -1.3198 -0.1 0.0 0.2
C 1.5556 -4.7042 -1.2847 0.2 -0.2 0.0
As 2.7641 -5.1638 0.2610 0.0 0.0 -0.1
C 2.7290 -7.1143 0.1706 0.0 -0.1 -0.1
C 1.3540 -4.6504 1.4720 -0.2 0.0 0.1
C 1.1927 -3.3242 1.3169 -0.1 0.2 -0.1
As -0.3131 -2.6343 0.1306 0.3 -0.7 0.1
C -1.7471 -3.9144 0.4554 0.0 0.0 0.0
C 2.3770 -2.4462 1.0635 -0.2 -0.4 -0.2
O 2.5153 -1.7338 0.0940 0.0 0.0 0.3
O 3.2672 -2.5225 2.0672 0.0 0.2 -0.1
C 4.4200 -1.7017 1.8739 0.1 0.0 0.1
C 0.2291 -5.5145 1.9363 0.3 0.2 0.3
O -0.3960 -5.2839 2.9439 0.1 -0.2 -0.4
O 0.0634 -6.6206 1.1852 -0.1 0.2 0.1
C -1.0502 -7.4338 1.5591 0.0 0.0 0.0
C 1.9968 -5.5102 -2.4748 0.0 0.2 0.0
O 1.5135 -6.5712 -2.7609 0.1 -0.1 0.0
O 3.1290 -5.0957 -3.0914 -0.1 -0.1 0.0
C 3.4743 -3.7099 -2.9926 0.0 0.1 0.0
H -2.4675 -1.4664 -3.2231 -0.1 0.0 -0.1
H -2.1935 -3.0142 -4.1025 0.0 0.0 0.0
H -1.0399 -1.6745 -4.3203 0.0 0.0 0.0
H 3.6086 -7.4241 -0.3943 0.0 0.0 0.0
H 1.8260 -7.4871 -0.3019 0.0 0.0 0.0
H 2.8028 -7.4890 1.1917 0.0 0.0 0.0
H -1.4549 -4.9365 0.2276 0.0 0.0 0.0
H -2.5608 -3.5940 -0.1990 0.0 0.0 0.0
H -2.0665 -3.8105 1.4910 0.0 0.0 0.0
H 5.0993 -1.9576 2.6834 0.0 0.0 0.0
H 4.1516 -0.6472 1.9226 0.0 0.0 0.0
H 4.8765 -1.9043 0.9044 0.0 0.0 0.0
H -1.1684 -8.1522 0.7522 0.0 0.0 0.0
H -1.9463 -6.8235 1.6667 0.0 0.0 0.0
H -0.8510 -7.9435 2.5022 0.0 0.0 0.0
H 4.4349 -3.6148 -3.4937 0.0 0.0 0.0
H 3.5675 -3.3811 -1.9566 0.0 0.0 0.0
H 2.7229 -3.1075 -3.5014 0.1 0.0 0.0
Br -3.6044 -1.6395 7.6250 0.0 0.0 0.0
C -2.9539 -1.5440 5.8380 0.0 0.0 0.0
C -1.6907 -2.0215 5.5503 0.0 0.0 0.0
C -1.2695 -1.9274 4.2325 0.0 0.0 0.0
N -2.0100 -1.4159 3.2546 0.1 0.0 -0.1
C -3.2271 -0.9658 3.5569 0.1 -0.1 -0.1
C -3.7459 -1.0066 4.8474 -0.1 0.0 -0.1
H -1.0553 -2.4475 6.3129 0.0 0.0 0.0
H -0.2854 -2.2877 3.9550 0.0 0.0 0.0
H -3.8216 -0.5880 2.7276 0.0 0.0 0.0
H -4.7378 -0.6302 5.0511 0.0 0.0 0.0
O -4.2571 -2.5765 -1.1479 0.0 0.1 0.1
S -3.9322 -1.1817 -0.8206 0.1 -0.1 -0.1
O -3.8955 -0.3367 -2.0316 0.0 0.0 0.0
O -2.5706 -1.1160 -0.1799 -2.2 -2.2 -1.1
S -5.2367 -0.4093 0.5219 0.0 0.0 -0.2
```
Forces are in eV/Å.

Kohn-Sham gap ... 5.4 eV
LUMO energy ... 0.1262 Eh
Calculated total energy ... -11297.804543 hartree
Charge ... -2
Relative energy (zero: lowest compared OMol25 entry of this formula, charge and spin) ... 57.9 kJ/mol
HOMO level ... -1.99 eV
F_max ... 0.070 hartree/bohr
2S+1 ... 1